[1]
One molecule with the formula C2H5NO3S in a non-equilibrium geometry. Source: the Open Molecules 2025 dataset; level of theory: the ωB97M-V functional and the def2-TZVPD basis.

Structure (XYZ):
```
12
Properties=species:S:1:pos:R:3:forces:R:3
C -0.7213 1.2895 -0.0311 -0.5102 -0.4355 1.0371
C 0.1137 -1.1139 0.2977 -3.4965 -0.9303 -0.2681
N -0.8780 -0.0368 0.7031 0.6845 0.4764 -1.4223
O -3.4320 -0.4527 0.8037 -1.3992 -0.2985 0.5984
O -2.2772 -0.6751 -1.3850 -0.4637 0.2579 0.5919
O -2.1193 1.5593 -0.1296 -0.8648 -1.8464 -0.2483
S -2.4003 -0.1082 -0.0702 2.2324 1.6777 -0.4014
H -0.2540 2.0505 0.5471 0.3943 0.4430 0.6942
H -0.3109 1.2715 -1.0235 0.5002 -0.5869 -0.5170
H 0.3866 -1.7752 1.1479 -0.3353 0.6018 -0.5565
H -0.5356 -1.6858 -0.5023 2.2866 0.5703 1.1869
H 0.9545 -0.5915 -0.0723 0.9717 0.0705 -0.6948
```
Forces are in eV/Å.

Summary:
DFT total energy = -20620.6972 eV
ΔE to the lowest compared entry with this formula, charge and spin = 2.8371 eV
charge = 0

=====

[2]
One molecule with the formula C5H10O2. Source: the Open Molecules 2025 dataset; level of theory: the ωB97M-V functional and the def2-TZVPD basis.

Structure (XYZ):
```
17
Properties=species:S:1:pos:R:3:forces:R:3
C 1.1939 -1.0931 0.2627 0.0353 0.0129 0.0049
C 0.2705 -0.2179 -0.5526 0.1469 0.0770 0.1504
C -0.2077 1.0806 0.0719 -0.0169 -0.0080 -0.0666
C -0.7579 0.8778 1.4812 0.2707 0.2580 0.0047
O -1.6149 -0.2422 1.5651 -0.1961 -0.0697 -0.0494
C 0.1941 -0.3477 -2.0095 0.1974 0.1078 -0.2029
O -0.7847 -0.9629 -1.1805 -0.2169 -0.1120 -0.0717
H 1.9428 -0.5025 0.7976 -0.0488 -0.0161 -0.0900
H 0.5909 -1.6329 0.9982 0.1145 0.0820 -0.0158
H 1.7107 -1.8242 -0.3644 -0.1057 0.0994 0.0447
H -0.9939 1.4879 -0.5776 0.1086 -0.0600 0.0923
H 0.6067 1.8165 0.0909 -0.0861 -0.1305 0.0413
H -1.2805 1.7923 1.7984 0.0513 -0.1589 -0.0209
H 0.0648 0.7142 2.1900 -0.1147 -0.0033 -0.0941
H -1.8859 -0.4873 0.6718 -0.0571 -0.0218 0.0746
H 0.8667 -1.0342 -2.5240 -0.1310 0.0806 0.1008
H -0.1628 0.4925 -2.6071 0.0486 -0.1374 0.0978
```
Forces are in eV/Å.

Summary:
SMILES string = C[C@@]1(CCO)CO1
DFT total energy = -9440.9023 eV
ΔE to the lowest compared entry with this formula, charge and spin = 2.1407 eV
charge = 0

=====

[3]
One molecule with the formula C5H7NO. Source: the Open Molecules 2025 dataset; level of theory: the ωB97M-V functional and the def2-TZVPD basis.

Structure (XYZ):
```
14
Properties=species:S:1:pos:R:3:forces:R:3
C -0.6113 0.7355 1.5050 0.0739 0.0455 0.0008
C -1.2614 -0.0917 0.4346 0.0444 -0.0403 -0.1616
C -0.8182 -0.2898 -0.8073 -0.0670 -0.0252 0.1613
C 0.4425 0.3071 -1.3842 -0.1501 0.1858 0.0133
N 1.6175 -0.5188 -1.1743 0.2984 -0.4097 0.4111
C 2.0300 -1.2320 -0.2946 0.0911 -0.0884 0.0375
O 2.5370 -1.9506 0.4866 -0.3535 0.4595 -0.4826
H -1.2755 1.5442 1.8321 0.0769 -0.1238 -0.0472
H -0.4040 0.1166 2.3858 -0.0403 0.0800 -0.1251
H 0.3351 1.1799 1.1835 -0.1458 -0.0626 0.0349
H -2.1860 -0.5900 0.7263 0.1305 0.0574 -0.0587
H -1.3787 -0.9494 -1.4672 0.0655 0.0881 0.1051
H 0.6391 1.2987 -0.9624 -0.0346 -0.1405 -0.0531
H 0.3339 0.4403 -2.4638 0.0107 -0.0258 0.1642
```
Forces are in eV/Å.

Summary:
SMILES string = C/C=C\CN=C=O
DFT total energy = -8835.4131 eV
ΔE to the lowest compared entry with this formula, charge and spin = 0.7897 eV
charge = 0

=====

[4]
One molecule with the formula C4H10N2O2 in a non-equilibrium geometry. Source: the Open Molecules 2025 dataset; level of theory: the ωB97M-V functional and the def2-TZVPD basis.

Structure (XYZ):
```
18
Properties=species:S:1:pos:R:3:forces:R:3
N -1.7980 -0.5257 -1.0717 -0.5900 0.3535 -0.6300
C -0.4966 -0.3936 -0.4301 -2.0322 0.7065 0.4528
C -0.2861 -1.3372 0.7243 1.4746 -2.1747 -0.4880
O -0.0948 -2.6545 0.1786 -0.7609 -0.0981 -1.2408
C -0.3257 1.0580 0.1386 1.1869 -1.2318 -0.9854
N 0.9180 1.5988 -0.4054 -0.9258 0.2140 0.6475
C 1.9972 1.9073 0.3396 0.4190 0.0955 -0.2146
O 2.1341 1.7008 1.5268 -0.2150 0.0074 -0.0100
H -2.6559 -0.6013 -0.5491 0.2811 -0.0471 0.4897
H -1.8397 -1.1418 -1.8651 0.2055 -0.1932 0.1468
H 0.1306 -0.5681 -1.2960 0.9510 -0.0859 0.5026
H 0.6265 -1.1107 1.2544 0.2206 0.5941 0.3982
H -1.1164 -1.4169 1.4138 -0.4042 0.6474 0.1680
H 0.4339 -3.2848 0.6599 0.2076 0.3516 0.6991
H -1.2041 1.6222 -0.1619 0.1361 0.3388 0.2320
H -0.1274 1.0062 1.1977 -0.5268 0.2524 0.4522
H 0.9138 1.7675 -1.3815 0.3528 0.3209 -0.6895
H 2.7904 2.3737 -0.2729 0.0196 -0.0515 0.0697
```
Forces are in eV/Å.

Summary:
SMILES string = N[C@H](CO)CNC=O
DFT total energy = -11384.8105 eV
ΔE to the lowest compared entry with this formula, charge and spin = 2.0923 eV
charge = 0

=====

[5]
One molecule with the formula C3H4N2O2S in a non-equilibrium geometry. Source: the Open Molecules 2025 dataset; level of theory: the ωB97M-V functional and the def2-TZVPD basis.

Structure (XYZ):
```
12
Properties=species:S:1:pos:R:3:forces:R:3
N -1.2809 1.0693 0.1671 -2.7026 -1.9152 -1.1157
C -1.7622 -0.2526 0.0238 2.7598 3.0811 0.5409
S -3.3702 -0.3551 -0.1755 -0.2405 -1.4331 -0.2827
C -0.6331 -1.2845 0.0643 1.9899 -0.7403 0.5003
N 0.6937 -1.1726 -0.1663 -4.6424 -1.3800 1.7243
O 1.0707 0.1199 -0.3001 2.8908 1.0977 -0.3470
C 2.4726 0.2963 -0.1671 3.4676 -2.0572 -0.0687
O 3.4106 -0.5063 0.0488 -4.7603 2.5409 -0.6836
H -2.0415 1.6944 -0.1483 1.2530 0.1152 0.9007
H -0.3824 1.3074 0.5078 0.4662 0.3387 -0.0971
H -0.9202 -2.2717 0.5140 0.3422 0.7405 -1.2865
H 2.7429 1.3555 -0.3684 -0.8237 -0.3883 0.2151
```
Forces are in eV/Å.

Summary:
SMILES string = NC(=S)/C=N\OC=O
DFT total energy = -21082.9458 eV
ΔE to the lowest compared entry with this formula, charge and spin = 3.8860 eV
charge = 0

=====

[6]
A 8-piece molecular cluster, C10H36N8O8 overall in a non-equilibrium geometry. Source: the Open Molecules 2025 dataset; level of theory: the ωB97M-V functional and the def2-TZVPD basis.

Structure (XYZ):
```
62
Properties=species:S:1:pos:R:3:forces:R:3
N -4.5869 1.5954 0.2023 -1.0211 2.7877 0.4375
C -3.9330 0.4682 0.2863 -0.1869 -1.4064 -0.3926
N -4.2975 -0.3100 -0.7340 0.3484 -1.8581 -1.3660
O -3.1811 0.1090 1.1627 1.2373 -0.1151 1.6209
H -4.3660 2.3214 0.8688 -0.1717 0.3036 -0.5314
H -4.9484 1.7271 -0.7316 -0.1849 1.1997 0.7398
H -3.6588 -1.0758 -0.8943 -0.2444 -0.4623 -0.2864
H -4.7951 0.1231 -1.4989 0.3447 -0.6198 -0.0647
N 2.6018 1.5969 2.9119 -2.8349 -2.2699 0.4042
C 3.5253 2.4794 2.6625 1.5216 -0.6759 -3.4860
N 3.9078 3.0615 3.7281 1.9263 3.1599 5.6635
O 4.1099 2.6904 1.6188 -0.0400 0.0602 -1.9191
H 2.4349 1.4684 3.8996 -0.7174 -0.5065 -0.6608
H 2.0384 1.1724 2.1890 0.2078 -0.2918 -0.0214
H 4.7848 3.5619 3.7524 -0.3363 -0.1261 -0.1000
H 3.4848 2.7830 4.6019 0.4591 0.5320 0.0078
N -0.9741 -4.2341 0.2797 2.7043 -4.6083 -1.6328
C -1.8166 -3.2666 0.3785 -2.7972 2.7582 -1.7741
N -1.6728 -2.5763 1.4688 0.7240 1.2329 3.5455
O -2.6119 -2.9634 -0.5170 -0.1390 -0.2071 -0.3595
H -1.1229 -4.8296 -0.5224 0.1905 0.0143 0.1718
H -0.3657 -4.6011 0.9975 -0.3325 0.3218 -0.0819
H -2.1820 -1.7435 1.7279 -0.2186 -0.0114 -0.4475
H -1.0002 -2.9823 2.1035 -0.2973 0.7356 0.3449
N -4.3257 4.2118 3.4160 -3.8546 -0.5470 5.3912
C -3.6091 4.5049 2.3939 -0.1043 -0.0834 -1.9026
N -2.8840 3.4471 2.1338 3.0457 -3.0923 -1.3330
O -3.7324 5.4496 1.6941 0.1964 3.3641 -1.7524
H -4.2681 3.2614 3.7530 -0.4742 0.6126 0.4326
H -5.1106 4.7635 3.7317 0.3242 0.0074 -0.2821
H -3.0487 2.6658 2.7523 1.0913 -0.2534 -0.7964
H -2.1995 3.4228 1.3914 -0.1879 -0.0841 0.2946
C -1.2856 -2.2115 -3.9691 0.4657 0.0381 0.1878
C -1.7762 -0.8729 -3.3970 0.5227 -0.9761 -1.5710
O -3.0001 -0.5876 -4.0510 -0.8383 0.7211 0.6047
H -1.7874 -3.0814 -3.5453 -0.1158 0.1275 0.3120
H -0.2152 -2.3295 -3.8002 0.1150 -0.1168 0.0853
H -1.4583 -2.2633 -5.0440 0.0548 0.2879 -0.0307
H -1.1404 -0.0662 -3.7618 0.2495 -0.0427 0.2783
H -1.7483 -0.8963 -2.3076 -0.5272 0.1506 0.0992
H -3.6741 -1.2351 -3.8318 0.0840 -0.2301 0.1363
C 4.9144 -0.1906 -2.1996 0.2758 1.7443 0.8869
C 5.1971 0.4474 -0.7864 -2.1749 -0.8139 -0.1417
O 6.4858 0.1957 -0.3985 2.1159 -0.5621 0.3463
H 5.3569 -1.1655 -2.4040 0.2394 0.0697 0.5573
H 5.3517 0.5457 -2.8739 -0.1316 -0.3079 -0.5518
H 3.8426 -0.2790 -2.3775 0.1689 0.3870 0.0366
H 4.5201 0.0521 -0.0290 -0.3988 -0.6496 -0.0374
H 5.0039 1.5085 -0.6291 -0.2785 0.3640 -1.1900
H 6.5736 0.5702 0.4811 0.2696 0.0164 0.0561
C 0.0283 0.3843 0.4391 -1.9283 -0.5343 -2.2810
O 1.3441 0.1176 0.6209 2.9333 0.1903 2.2067
H 0.0229 0.7723 -0.5795 -1.2073 0.1758 -0.3319
H -0.5032 -0.5657 0.4952 -0.6816 0.2709 -0.1071
H -0.4948 1.1168 1.0538 0.8011 -0.0227 0.6076
H 1.6615 -0.4757 -0.0638 0.0901 -0.0922 -0.2255
C 2.3857 -3.2445 -1.1530 0.5595 -1.2452 0.3744
O 2.4124 -1.9147 -1.5034 -0.5679 1.5891 -0.4403
H 2.1207 -3.2716 -0.0960 -0.0776 -0.3150 -0.0977
H 1.7157 -3.8558 -1.7576 -0.4167 0.0731 0.1100
H 3.3795 -3.6702 -1.2920 0.1959 -0.2634 0.2712
H 2.5701 -1.8360 -2.4471 0.0247 0.0956 -0.0140
```
Forces are in eV/Å.

Summary:
SMILES string = NC(N)=O.NC(N)=O.NC(N)=O.NC(N)=O.CCO.CCO.CO.CO
DFT total energy = -39254.6756 eV
ΔE to the lowest compared entry with this formula, charge and spin = 3.9702 eV
charge = 0

=====

[7]
C3H4N2O2 as an isolated structure in a non-equilibrium geometry. Source: the Open Molecules 2025 dataset; level of theory: the ωB97M-V functional and the def2-TZVPD basis.

Structure (XYZ):
```
11
Properties=species:S:1:pos:R:3:forces:R:3
C -0.1585 -0.8295 0.1896 -5.1188 -2.1568 0.2328
C -1.5393 0.0281 0.0562 -3.7576 -3.4836 0.5178
C 0.0617 1.3102 0.0431 2.0440 1.3419 -0.5581
H 2.4188 -0.6704 -0.7679 -0.6514 0.4327 0.2671
H -0.2455 -1.3998 -0.6950 0.1102 -1.6664 -0.5705
H -0.2434 -1.3106 1.1531 0.3514 -0.6116 0.0971
H 0.6434 2.1440 -0.1667 1.0072 1.7245 0.1305
N 0.7042 0.1446 0.0455 5.6506 1.3722 -0.2226
N -1.2241 1.3739 0.1164 -0.4578 -1.1037 -0.2999
O 2.2334 -0.2255 0.0862 -3.2236 1.5587 0.0278
O -2.6507 -0.5649 -0.0604 4.0458 2.5920 0.3778
```
Forces are in eV/Å.

Summary:
DFT total energy = -10247.3489 eV
ΔE to the lowest compared entry with this formula, charge and spin = 4.9162 eV
charge = 0

=====

[8]
An isolated ion of composition C8H12ClN2O2S and charge +1 in a non-equilibrium geometry. Source: the Open Molecules 2025 dataset; level of theory: the ωB97M-V functional and the def2-TZVPD basis.

Structure (XYZ):
```
26
Properties=species:S:1:pos:R:3:forces:R:3
C 2.2480 -1.3710 -1.8299 1.5849 2.3030 1.7271
C 1.5103 -0.7819 -0.5775 0.6483 -3.2591 -1.5569
O 0.2752 -0.2479 -0.9685 -0.2634 1.4711 -0.4012
C -0.6912 0.2166 -0.1337 -1.3554 -0.5527 -1.3779
S -2.2732 -0.3164 -0.9268 0.0332 0.5250 -0.3751
C -1.7468 -2.0304 -1.3631 -0.3461 0.3696 2.3558
O -0.7469 -0.3542 1.1149 0.4902 -2.2105 -0.3974
C -0.2120 0.3751 2.1036 1.3751 0.5276 3.4459
N 1.0309 0.9931 1.6754 -0.0668 0.6955 0.0199
C 0.8763 1.7513 0.6721 -0.5012 0.4510 1.1484
C -0.5430 1.9662 0.1449 0.2876 -2.7358 -0.6442
C -1.4142 2.1654 1.2898 -1.7185 1.2736 0.5922
Cl -2.6591 3.3876 1.2276 1.1412 -1.1264 0.2173
N -1.2649 1.4050 2.3577 0.9198 1.6394 -0.1106
H 3.2939 -1.6484 -1.5176 -1.0089 0.3099 -0.1455
H 1.7936 -2.2375 -2.1295 -1.2540 -2.0821 -1.0713
H 2.3564 -0.6499 -2.6524 -0.2778 -0.1884 0.2985
H 2.1735 -0.1534 -0.1084 1.1086 1.8937 1.0392
H 1.3268 -1.6184 0.1032 -0.0060 0.0463 0.1568
H -2.5915 -2.7229 -1.1566 0.8771 0.4516 0.2650
H -0.7874 -2.1782 -0.8381 -0.9982 -0.6133 0.3059
H -1.4666 -2.1120 -2.3464 0.2519 0.1677 -2.6027
H 0.0250 -0.1780 3.1039 -0.9403 0.5910 -2.0991
H 1.7481 2.2385 0.2773 0.1093 0.1902 -0.6091
H -0.7315 2.4165 -0.8512 0.0795 0.1746 1.1489
H -1.5297 1.6852 3.3294 -0.1699 -0.3128 -1.3300
```
Forces are in eV/Å.

Summary:
SMILES string = CCO[C@@]1(SC)O[C@H]2N=C[C@@H]1C(Cl)=[NH+]2
DFT total energy = -38913.5714 eV
ΔE to the lowest compared entry with this formula, charge and spin = 2.0079 eV
charge = +1